This record from the OMol25 dataset describes a cluster of 11 separate species, C63H126Cl2F12N7O7P2 in total. The level of theory is ωB97M-V/def2-TZVPD.

Values from the calculation:
net charge = +3
E_HOMO = -0.477 hartree
frontier orbital gap = 0.2124 Eh
energy = -6186.44911 a.u.
spin multiplicity = 1

Cartesian coordinates (Å):
C 0.886 -2.381 4.322
C 0.119 -3.672 4.626
C 0.384 -4.272 5.985
C -0.500 -5.418 6.439
C -1.934 -4.879 6.316
C -2.355 -4.519 4.879
N -1.310 -3.534 4.522
O -1.676 -2.304 4.174
C -3.758 -3.959 4.838
C -2.296 -5.747 3.957
C 0.517 -4.741 3.569
H 0.514 -1.497 4.862
H 0.834 -2.192 3.256
H 1.950 -2.583 4.486
H 0.173 -3.483 6.705
H 1.425 -4.598 5.969
H -0.137 -5.530 7.452
H -0.408 -6.415 5.980
H -2.117 -3.972 6.899
H -2.675 -5.513 6.721
H -4.377 -4.815 5.039
H -3.966 -3.604 3.820
H -4.074 -3.281 5.629
H -1.517 -6.493 4.043
H -2.318 -5.436 2.875
H -3.263 -6.251 4.124
H 0.542 -5.737 4.054
H 1.589 -4.526 3.322
H 0.012 -4.708 2.581
C 5.476 -0.060 -2.902
C 5.749 1.038 -1.770
C 6.035 0.513 -0.339
C 7.268 -0.431 -0.181
C 8.555 0.283 -0.406
C 8.623 1.039 -1.764
N 7.111 1.535 -2.211
O 7.182 2.501 -2.947
C 9.103 0.129 -2.831
C 9.517 2.304 -1.607
C 4.810 2.172 -1.807
H 4.390 -0.025 -3.113
H 5.827 -1.086 -2.648
H 5.929 0.223 -3.859
H 5.173 -0.101 -0.125
H 6.063 1.419 0.338
H 7.182 -1.308 -0.830
H 7.126 -0.922 0.798
H 9.526 -0.251 -0.288
H 8.590 1.070 0.403
H 8.869 0.231 -3.891
H 8.790 -0.820 -2.592
H 10.178 0.120 -2.654
H 9.932 2.745 -2.495
H 10.400 1.846 -1.079
H 9.018 3.142 -1.123
H 4.516 2.374 -2.805
H 5.220 3.004 -1.246
H 3.867 2.012 -1.241
C -0.007 -0.901 -5.375
C -0.068 -2.401 -5.707
C 0.820 -2.792 -6.864
C 2.334 -2.680 -6.500
C 2.571 -3.740 -5.320
C 1.798 -3.330 -4.027
N 0.330 -2.980 -4.322
O -0.478 -3.067 -3.528
C 2.381 -2.147 -3.228
C 1.666 -4.509 -3.124
C -1.566 -2.742 -5.885
H -0.284 -0.303 -6.276
H 0.986 -0.600 -5.015
H -0.696 -0.643 -4.580
H 0.619 -2.053 -7.623
H 0.582 -3.768 -7.250
H 2.548 -1.665 -6.217
H 2.977 -2.818 -7.315
H 3.592 -3.936 -5.044
H 2.149 -4.660 -5.657
H 1.786 -2.160 -2.297
H 2.351 -1.087 -3.537
H 3.332 -2.459 -2.990
H 1.449 -5.485 -3.631
H 0.922 -4.282 -2.377
H 2.694 -4.727 -2.695
H -2.123 -2.174 -6.641
H -2.049 -2.540 -4.939
H -1.662 -3.811 -6.091
C -4.143 7.280 -6.038
C -3.571 6.872 -4.677
C -4.007 5.461 -4.235
C -2.997 4.257 -4.349
C -1.704 4.680 -3.598
C -0.977 5.885 -4.261
N -1.981 6.925 -4.745
O -1.480 7.923 -5.179
C -0.340 5.372 -5.562
C -0.006 6.616 -3.369
C -3.909 7.980 -3.660
H -3.705 8.246 -6.372
H -5.225 7.422 -5.798
H -4.068 6.479 -6.801
H -4.911 5.169 -4.802
H -4.340 5.579 -3.221
H -2.818 4.070 -5.415
H -3.535 3.415 -3.903
H -0.952 3.906 -3.684
H -2.074 4.877 -2.539
H 0.385 6.046 -6.015
H -1.080 5.140 -6.302
H 0.178 4.409 -5.501
H -0.500 6.970 -2.470
H 0.406 7.462 -3.895
H 0.773 5.903 -2.981
H -4.959 8.111 -3.535
H -3.415 8.891 -4.005
H -3.523 7.674 -2.715
C -4.396 6.792 4.120
C -5.848 6.168 4.325
C -5.858 5.148 5.618
C -5.732 5.821 6.965
C -6.905 6.857 7.147
C -7.139 7.905 5.999
N -7.014 7.257 4.611
O -7.923 7.249 3.879
C -6.025 8.978 5.998
C -8.540 8.386 6.142
C -6.148 5.345 3.122
H -3.766 6.103 3.485
H -3.793 7.133 4.934
H -4.499 7.598 3.407
H -4.941 4.574 5.387
H -6.627 4.386 5.648
H -4.795 6.311 7.062
H -5.640 5.153 7.859
H -6.495 7.590 7.867
H -7.864 6.381 7.432
H -5.962 9.315 7.028
H -6.294 9.833 5.371
H -5.102 8.540 5.550
H -8.875 8.634 7.178
H -9.266 7.552 5.995
H -8.776 9.220 5.549
H -5.821 5.837 2.180
H -7.217 4.960 2.995
H -5.631 4.352 3.156
C 1.929 2.938 0.784
C 1.583 1.537 1.167
C 0.427 1.375 2.258
C -0.875 1.819 1.729
C -1.291 0.769 0.681
C -0.368 0.681 -0.536
N 1.074 0.690 -0.087
O 1.889 0.026 -0.772
C -0.369 1.946 -1.406
C -0.709 -0.581 -1.391
C 2.849 0.871 1.592
H 2.101 2.936 -0.337
H 2.984 3.064 1.136
H 1.315 3.826 0.974
H 0.831 2.035 3.042
H 0.283 0.310 2.562
H -0.817 2.821 1.255
H -1.659 1.921 2.545
H -2.239 1.050 0.257
H -1.354 -0.172 1.197
H -0.166 2.879 -0.847
H -1.457 2.154 -1.471
H -0.013 1.788 -2.454
H -0.684 -1.499 -0.784
H -0.129 -0.861 -2.294
H -1.765 -0.565 -1.671
H 2.734 -0.192 1.873
H 3.246 1.409 2.459
H 3.522 1.002 0.766
C 0.737 -5.851 0.393
C 1.339 -7.246 0.395
C 1.523 -7.782 1.811
C 1.915 -9.304 1.891
C 1.146 -10.085 0.810
C -0.098 -9.459 0.188
N 0.325 -8.066 -0.411
O 0.085 -7.784 -1.493
C -1.313 -9.112 1.026
C -0.526 -10.275 -1.053
C 2.659 -7.333 -0.393
H 1.375 -5.073 0.898
H -0.259 -5.928 0.765
H 0.726 -5.439 -0.579
H 0.654 -7.639 2.423
H 2.364 -7.225 2.230
H 1.590 -9.672 2.878
H 3.011 -9.314 1.808
H 0.979 -11.126 1.157
H 1.756 -10.174 -0.105
H -2.082 -8.695 0.372
H -0.937 -8.493 1.808
H -1.746 -10.007 1.487
H 0.240 -10.242 -1.826
H -1.481 -9.960 -1.458
H -0.554 -11.333 -0.727
H 3.307 -6.564 0.044
H 2.584 -6.973 -1.453
H 3.136 -8.345 -0.353
Cl 2.172 1.134 -3.566
Cl -1.634 -2.708 1.456
P 4.052 -3.408 0.206
F 4.019 -2.326 1.395
F 4.557 -2.198 -0.830
F 5.575 -3.801 0.486
F 4.010 -4.502 -1.021
F 3.557 -4.558 1.310
F 2.522 -2.973 -0.058
P -3.143 5.353 -0.077
F -3.686 4.158 0.936
F -3.747 4.399 -1.272
F -4.617 6.083 -0.037
F -2.603 6.580 -1.118
F -2.518 6.133 1.186
F -1.714 4.582 -0.318

Atomic forces in eV per Å
-0.175 -0.129 0.020
0.537 -1.354 -1.412
0.621 -0.253 0.147
-0.661 0.608 -0.177
0.166 0.275 0.561
1.079 -0.747 0.501
-2.445 8.327 -1.956
0.999 -6.668 1.319
-0.106 -0.054 -0.510
-1.227 0.060 -1.782
1.700 -0.335 -0.485
0.328 -0.437 -0.010
-0.380 0.165 -0.230
-0.223 0.101 0.462
0.628 0.147 0.279
0.142 0.410 0.323
-0.663 -0.370 0.547
0.212 0.571 -0.212
0.587 0.146 0.129
-0.805 -1.224 0.214
-0.393 -0.450 -0.187
-0.148 0.192 0.422
0.654 0.569 -0.199
0.307 0.264 0.529
0.022 -0.035 0.984
0.475 -0.039 -0.041
-0.331 0.432 -0.608
-0.711 -0.136 0.214
-0.131 0.141 1.068
-0.261 -0.148 0.406
1.933 -2.009 -0.161
0.108 -0.150 -0.379
-1.388 -0.874 -0.033
0.666 2.214 1.078
-1.102 1.135 0.586
1.821 3.208 -1.362
-0.552 -2.309 1.551
1.111 0.384 -0.686
0.142 -1.072 0.209
-1.183 0.584 1.270
0.378 -0.177 0.400
-0.344 0.868 0.089
0.091 0.169 0.254
-0.347 0.019 0.416
0.130 -1.074 -0.480
-0.277 0.215 -0.341
0.624 0.535 -0.110
-0.913 -0.124 -0.204
0.181 -0.513 -0.752
0.059 0.912 0.175
-0.802 -2.513 0.499
0.193 -0.071 -0.529
-0.126 -0.299 -0.859
-0.848 0.996 0.012
0.168 -0.363 0.694
-0.244 0.698 -0.790
0.403 0.511 -0.401
0.611 -0.769 -0.568
0.770 0.744 -0.564
-1.845 0.941 0.407
1.611 0.504 0.558
-1.305 -1.165 2.164
-1.369 2.463 -0.756
0.221 0.013 -0.933
2.919 0.376 -4.548
-2.305 -0.334 3.028
-2.846 0.309 0.398
1.846 -2.082 0.487
0.377 -0.674 0.179
0.314 -0.557 0.616
-0.299 0.203 -0.352
-0.285 -0.060 0.135
-0.286 0.101 -0.443
-0.137 -0.444 -0.107
0.061 0.478 0.664
0.692 -0.797 -1.315
0.471 0.231 0.107
-0.210 -0.848 -0.327
0.499 0.110 -0.044
0.004 -0.721 -0.677
2.306 -0.481 0.662
-0.365 0.999 0.034
0.202 -0.300 0.599
-1.377 0.626 -0.030
0.732 -0.033 -0.014
-0.323 0.012 0.015
-0.201 0.034 -0.130
-0.240 0.029 0.024
0.326 -0.411 -0.426
-0.216 -0.566 -0.575
-0.217 2.070 -0.048
-1.341 0.353 0.584
-0.801 -1.525 -0.173
0.372 1.644 -0.453
-1.185 -1.173 0.334
0.673 -0.198 -0.638
0.502 -0.688 1.046
1.432 -0.378 -0.557
-0.399 -0.707 0.029
0.809 0.018 -0.486
0.135 0.560 0.368
0.355 0.388 0.076
0.021 -0.338 0.675
0.012 -0.240 0.177
0.556 0.016 -0.010
0.052 -0.387 0.644
1.265 -0.229 -1.483
-0.179 0.357 0.170
-0.660 0.213 -0.512
0.002 0.188 0.880
-0.277 0.109 0.110
0.520 0.022 -0.049
-0.586 0.647 -0.776
-0.819 0.015 -0.305
-0.351 0.126 0.203
0.351 0.058 0.864
-0.824 -0.822 -1.748
1.300 -0.845 2.182
1.470 0.460 -0.676
-1.312 0.483 0.403
1.743 0.022 -0.059
0.677 -0.367 -0.132
0.827 -2.592 0.887
-0.252 0.574 -0.590
-0.250 -0.463 -0.783
-1.758 -0.974 1.571
-1.495 -1.366 -1.924
-0.841 0.125 0.953
-0.092 -0.029 0.876
-0.143 0.609 -0.066
-0.291 0.203 0.178
-0.725 0.280 -0.565
0.892 0.941 -0.355
-0.782 0.072 -0.957
-0.960 -0.756 0.554
0.644 0.350 -0.054
0.574 0.121 -0.043
-0.110 -0.111 0.082
-0.535 0.586 1.012
1.164 0.161 -0.440
0.549 0.502 -0.613
-0.391 0.952 -0.995
-0.358 -0.329 0.532
1.130 1.098 0.360
0.194 1.118 0.253
1.857 0.913 -2.445
-2.154 -1.719 0.896
1.876 0.162 -0.396
-1.658 0.963 -0.528
0.149 1.184 0.280
0.840 -0.625 -0.679
2.783 -2.874 -2.494
-3.033 2.832 3.066
-2.452 0.848 -0.277
0.113 -1.000 0.444
0.090 -0.873 0.718
-0.323 0.168 0.999
-1.047 0.545 0.088
-0.198 -0.673 0.407
-0.352 -0.554 0.239
0.756 0.710 0.116
-0.061 -0.391 0.345
0.883 -0.343 -1.009
-0.650 -0.155 -0.042
-0.201 -0.691 -0.161
0.932 -0.557 -0.628
0.124 -0.345 -0.401
0.417 0.377 1.286
0.225 0.377 0.346
0.040 1.171 0.547
0.020 0.575 -0.035
0.098 0.443 -0.381
-0.119 -0.066 -0.148
0.700 -0.330 -0.126
1.491 0.768 0.612
0.219 0.570 -0.187
0.733 -1.226 -0.191
-0.988 1.307 -0.020
1.271 -0.213 -0.592
-1.278 -0.190 -1.682
2.350 -2.224 3.326
-1.103 0.952 -2.358
0.172 -0.865 -0.065
0.607 -0.712 0.806
0.449 0.191 -0.773
-0.675 -1.212 0.095
-0.761 0.467 0.508
-0.332 0.132 -1.386
-0.403 0.522 0.238
-0.312 0.290 0.037
0.499 0.157 -0.300
-0.448 -0.742 -0.091
-0.397 0.637 -0.375
0.339 -0.325 0.538
0.064 0.385 0.409
-0.626 0.817 0.688
0.252 0.005 -0.149
-0.031 0.101 -0.087
-0.055 -0.063 -0.003
-0.346 0.519 -0.190
0.057 -0.423 0.220
-0.318 -0.600 0.830
-0.392 0.946 -0.032
-0.054 0.317 -0.036
0.101 -0.168 0.261
0.230 0.496 0.385
0.744 0.234 0.489
-0.315 -1.015 0.272
-0.157 0.160 0.039
-0.227 0.615 0.633
0.087 0.278 -0.989
-0.378 -0.711 -0.677
-0.779 -0.947 -0.387
0.609 0.958 -0.019
0.404 0.871 -0.427
1.312 0.017 0.561
-0.660 -1.413 0.896
-0.628 0.069 -0.522
-0.301 0.405 0.424